[1]
Formula: C33H73N7O31S6
Source: OMol25
Level of theory: wB97M-V/def2-TZVPD

Geometry as XYZ:
```
150
Properties=species:S:1:pos:R:3:lowdin_charge:R:1
C -18.71 24.21 -22.34 -0.328
C -17.92 22.95 -22.16 -0.242
O -16.93 23.18 -21.23 -0.182
S -17.49 24.13 -20.02 0.847
O -16.34 24.89 -19.46 -0.234
O -18.57 23.60 -19.19 -0.215
O -18.18 24.99 -21.29 -0.364
H -19.75 24.09 -22.02 0.146
H -18.72 24.91 -23.17 0.036
H -17.39 22.86 -23.11 0.048
H -18.51 22.07 -21.90 0.112
C -16.14 25.68 -25.31 -0.215
C -17.12 26.54 -26.14 -0.109
O -18.19 25.67 -26.46 -0.228
S -18.24 24.47 -25.34 1.069
O -17.94 23.17 -26.05 -0.043
O -19.38 24.45 -24.40 -0.413
O -17.02 25.07 -24.48 -0.207
H -15.33 26.32 -24.95 0.093
H -15.66 24.93 -25.94 -0.204
H -16.63 26.96 -27.01 0.110
H -17.63 27.25 -25.48 0.061
C -21.05 26.16 -24.91 -0.046
C -22.39 26.07 -25.69 -0.104
O -22.00 25.74 -26.99 -0.232
S -20.98 24.49 -26.98 0.919
O -20.08 24.46 -28.19 -0.199
O -21.61 23.25 -26.49 -0.195
O -20.25 25.20 -25.65 -0.347
H -21.01 25.90 -23.85 0.094
H -20.56 27.13 -24.93 0.153
H -22.99 26.98 -25.74 0.153
H -22.92 25.24 -25.22 0.133
C -20.46 27.19 -28.71 -0.186
C -19.15 26.55 -28.31 -0.241
O -18.54 27.61 -27.68 -0.221
S -18.98 29.11 -28.37 0.784
O -18.28 29.45 -29.64 -0.250
O -19.10 30.16 -27.38 -0.232
O -20.46 28.58 -28.76 -0.169
H -21.41 26.77 -28.38 0.112
H -20.56 27.10 -29.79 0.139
H -18.54 26.42 -29.20 0.140
H -19.13 25.61 -27.75 0.043
C -13.12 23.26 -28.97 -0.111
C -13.84 21.92 -28.62 -0.080
O -15.01 22.38 -27.90 -0.273
S -14.98 24.06 -27.46 0.957
O -14.98 24.23 -26.02 -0.252
O -15.93 24.89 -28.17 -0.281
O -13.45 24.27 -28.00 -0.198
H -13.36 23.87 -29.85 0.145
H -12.04 23.18 -28.86 0.135
H -13.32 21.27 -27.92 0.129
H -14.15 21.40 -29.52 0.145
C -15.64 28.67 -23.12 -0.170
C -16.07 28.23 -24.52 -0.169
O -17.48 28.15 -24.45 -0.206
S -18.09 29.36 -23.42 0.814
O -19.31 28.90 -22.74 -0.233
O -18.19 30.65 -24.03 -0.214
O -16.76 29.18 -22.44 -0.179
H -14.84 29.41 -23.11 0.140
H -15.35 27.83 -22.48 0.098
H -15.49 27.37 -24.83 0.070
H -15.65 29.00 -25.17 0.143
C -19.63 26.01 -22.34 -0.030
C -20.92 26.82 -22.43 -0.541
O -20.97 27.86 -23.08 -0.032
N -21.98 26.23 -21.89 0.032
C -23.23 26.98 -21.86 -0.046
H -19.09 26.40 -21.48 0.156
H -18.97 25.86 -23.19 0.099
H -19.88 24.98 -22.13 0.027
H -21.76 25.41 -21.33 0.153
H -23.02 27.97 -21.47 0.094
H -24.03 26.42 -21.38 0.088
H -23.62 27.18 -22.85 0.076
C -16.33 25.43 -22.35 0.016
C -14.93 25.94 -22.47 -0.480
O -14.71 26.73 -23.37 -0.152
N -14.09 25.39 -21.56 0.080
C -12.68 25.77 -21.51 -0.037
H -16.38 24.61 -21.64 0.034
H -16.88 25.38 -23.28 0.015
H -16.89 26.20 -21.82 0.145
H -14.48 24.78 -20.85 0.135
H -12.67 26.70 -20.94 0.094
H -12.26 26.10 -22.46 0.081
H -12.12 25.05 -20.91 0.101
C -20.74 19.46 -23.39 0.009
C -20.04 20.75 -23.03 -0.522
O -19.87 21.09 -21.90 0.072
N -19.89 21.60 -24.08 0.134
C -19.24 22.86 -24.14 -0.256
H -20.15 18.55 -23.53 0.085
H -21.58 19.71 -24.05 0.081
H -21.34 19.27 -22.50 0.079
H -20.37 21.33 -24.93 0.132
H -18.25 22.61 -23.77 0.067
H -19.65 23.62 -23.47 0.091
H -19.18 23.32 -25.12 0.015
C -13.42 25.20 -24.28 -0.007
C -13.09 26.12 -25.45 -0.388
O -13.93 26.68 -26.05 0.089
N -11.88 25.97 -25.87 0.084
C -11.45 26.59 -27.06 -0.032
H -14.39 24.72 -24.41 0.050
H -13.49 25.79 -23.36 0.026
H -12.82 24.30 -24.26 0.129
H -11.11 25.75 -25.25 0.165
H -11.62 27.66 -26.92 0.079
H -12.01 26.24 -27.92 0.097
H -10.41 26.37 -27.30 0.106
C -15.08 26.78 -28.29 -0.022
C -14.22 27.94 -28.16 -0.558
O -14.05 28.68 -29.13 0.034
N -13.82 28.25 -26.99 -0.006
C -13.17 29.46 -26.57 -0.046
H -14.99 26.12 -27.43 0.045
H -14.86 26.11 -29.13 0.122
H -16.14 27.01 -28.38 0.109
H -13.92 27.58 -26.23 -0.242
H -12.15 29.50 -26.94 0.074
H -13.18 29.61 -25.49 0.083
H -13.65 30.33 -27.03 0.093
C -15.63 23.21 -24.19 0.028
C -16.09 21.80 -24.09 -0.403
O -17.02 21.44 -23.33 -0.003
N -15.48 20.96 -24.91 -0.036
C -15.75 19.54 -25.14 -0.035
H -16.25 24.03 -24.56 0.004
H -14.75 23.38 -24.82 0.069
H -15.35 23.60 -23.22 0.124
H -14.63 21.30 -25.32 0.138
H -16.41 19.30 -25.97 0.074
H -16.31 19.14 -24.29 0.100
H -14.73 19.15 -25.20 0.102
C -18.11 24.09 -28.87 -0.004
C -17.48 22.77 -28.76 -0.624
O -17.31 22.18 -29.77 0.081
N -17.29 22.28 -27.58 0.017
C -16.79 21.07 -26.96 -0.058
H -18.31 24.37 -29.91 0.138
H -17.55 24.77 -28.23 0.062
H -19.08 24.14 -28.38 -0.152
H -17.64 22.94 -26.90 -0.261
H -15.71 21.01 -26.84 0.066
H -17.31 20.29 -27.52 0.117
H -17.20 21.01 -25.95 0.085
```

**Gap between HOMO and LUMO**: 6.896 eV
**HOMO energy**: -7.518 eV


[2]
Formula: C24H44MoP2
Source: OMol25
Level of theory: wB97M-V/def2-TZVPD

Geometry as XYZ:
```
71
Properties=species:S:1:pos:R:3:lowdin_charge:R:1
Mo 0.62 -0.33 2.01 1.610
C -1.55 -0.68 3.46 -0.182
C -1.16 -1.79 2.64 -0.254
C 0.67 -1.20 3.93 -0.393
C -0.42 -0.28 4.21 -0.238
C 0.19 -2.20 2.99 -0.320
C -2.94 -0.18 3.68 0.006
H -3.56 -0.28 2.78 0.085
H -2.94 0.87 4.00 0.097
H -3.43 -0.76 4.49 0.130
C -0.48 0.62 5.42 0.009
H -1.30 1.34 5.34 0.090
H 0.46 1.17 5.55 0.087
H -0.65 0.05 6.35 0.125
C 1.98 -1.25 4.64 -0.012
H 1.84 -1.93 5.49 0.119
H 2.31 -0.28 5.03 0.093
H 2.77 -1.67 4.01 0.091
C 1.03 -3.24 2.32 -0.007
H 0.97 -4.16 2.90 0.120
H 2.09 -2.92 2.26 0.093
H 0.69 -3.43 1.29 0.082
C -2.07 -2.63 1.82 -0.004
H -2.33 -3.56 2.36 0.122
H -1.63 -2.92 0.86 0.081
H -3.02 -2.13 1.61 0.081
C -0.85 2.16 0.62 -0.115
C -2.00 1.46 0.70 -0.081
C -2.37 0.28 -0.16 -0.157
C -1.36 -0.48 -1.08 -0.212
C -0.05 -1.04 -0.65 -0.135
C 1.14 -0.34 -0.56 -0.241
C 1.34 1.15 -0.70 -0.214
C 0.13 2.14 -0.52 -0.225
H -3.12 0.65 -0.89 0.134
H -1.21 0.19 -1.95 -0.005
H -2.92 -0.46 0.46 0.084
H -0.49 2.09 -1.44 -0.002
H -0.51 2.72 1.53 0.109
H -2.52 1.45 1.67 0.093
H 0.61 3.13 -0.51 0.128
H 2.21 1.46 -0.09 0.099
H 2.06 -0.91 -0.32 0.109
H 1.69 1.37 -1.74 0.072
H -1.93 -1.35 -1.47 0.133
H 0.01 -2.12 -0.42 0.100
P -0.48 1.49 -3.41 0.787
C -0.65 3.27 -3.76 -0.252
C -1.66 0.78 -4.60 -0.251
P 1.81 -0.51 -3.61 0.869
C 1.14 1.14 -4.15 -0.563
C 1.14 -1.44 -5.08 -0.297
C 3.41 -0.23 -4.51 -0.304
H 0.20 3.82 -3.34 0.051
H -1.59 3.64 -3.33 0.055
H -0.67 3.37 -4.85 0.053
H -1.53 1.32 -5.54 0.054
H -2.68 0.96 -4.22 0.053
H -1.52 -0.29 -4.75 0.029
H 3.20 0.09 -5.54 0.051
H 3.97 -1.18 -4.52 0.045
H 4.00 0.54 -3.99 0.039
H 1.84 1.95 -3.90 0.064
H 0.97 1.14 -5.24 0.061
H 1.72 -2.36 -5.18 0.046
H 1.29 -0.84 -5.99 0.048
H 0.08 -1.69 -4.97 0.018
C 1.79 1.19 2.56 -0.192
H 1.87 2.06 1.89 0.043
H 2.71 0.55 2.47 0.074
H 1.62 1.48 3.61 0.034
```

**<S²>**: 2.05
**Gap between HOMO and LUMO (alpha / beta)**: 4.546 / 4.792 eV
**HOMO energy (alpha / beta)**: -12.781 / -12.775 eV
**Total charge**: +2
**Multiplicity**: 3


[3]
Formula: C7H8O2
Source: OMol25
Level of theory: wB97M-V/def2-TZVPD

Geometry as XYZ:
```
17
Properties=species:S:1:pos:R:3:nbo_charge:R:1
C 1.05 0.01 1.70 -0.646
C 0.13 -0.50 0.56 0.026
C -1.13 0.26 0.25 -0.102
C -1.39 0.85 -0.86 -0.316
C -0.40 1.06 -1.91 0.486
C 0.49 -0.10 -1.85 -0.290
C 0.80 -0.70 -0.67 -0.080
H 2.08 0.72 1.39 0.262
H 0.12 0.75 2.35 0.220
H 1.37 -1.02 2.23 0.252
H -0.68 -1.08 1.98 0.464
H -1.94 -0.10 1.03 0.209
H -2.46 1.32 -1.00 0.238
H 1.21 -0.11 -2.60 0.223
H 1.62 -1.54 -0.70 0.221
O -0.42 -1.64 0.98 -0.649
O -0.46 1.83 -2.88 -0.517
```

**Gap between HOMO and LUMO**: 9.378 eV
**HOMO energy**: -9.768 eV


no.,E (hartree)
1,-6402.950586
2,-1691.021541
3,-421.811550